{
  "formula": "C20H20NO",
  "method": "ωB97M-V with the def2-TZVPD basis set",
  "species": ["C", "C", "H", "C", "C", "O", "C", "H", "H", "C", "H", "H", "H", "C", "H", "C", "H", "H", "C", "C", "C", "C", "H", "H", "C", "C", "C", "H", "H", "H", "C", "C", "H", "N", "C", "H", "C", "H", "H", "H", "H", "C"],
  "xyz": [[-0.534, -0.900, -2.268], [4.533, -1.475, 1.122], [-2.867, -3.333, -2.124], [-2.665, -0.014, -1.593], [-0.316, -1.048, 2.387], [3.604, -2.369, 1.682], [-1.506, 2.758, -1.367], [-2.389, -0.825, 2.877], [1.430, 1.200, -2.102], [-3.211, -1.272, -1.678], [-2.156, 1.634, 2.044], [-3.285, 0.809, -1.287], [0.507, -0.771, -2.507], [2.317, -1.838, 1.885], [1.807, 3.675, -1.535], [0.640, 1.883, -1.848], [0.332, 1.987, 1.240], [-4.251, -1.429, -1.444], [-1.095, -2.154, -2.356], [-2.432, -2.349, -2.059], [0.844, 3.195, -1.559], [-0.446, 3.870, -1.228], [-2.052, 2.593, -0.431], [-0.637, -3.033, 3.131], [0.609, -0.142, 1.833], [-0.085, 1.080, 1.644], [-0.730, 1.521, -1.740], [4.657, -0.610, 1.778], [-0.628, 4.710, -1.910], [2.627, 0.142, 1.139], [1.933, -0.547, 1.577], [0.075, -2.353, 2.700], [-2.244, 2.994, -2.143], [-1.533, -0.391, 2.521], [-1.375, 0.893, 2.064], [-0.497, -2.999, -2.656], [-1.300, 0.218, -1.876], [1.692, -3.721, 2.690], [5.490, -1.994, 1.024], [4.190, -1.158, 0.134], [-0.418, 4.289, -0.215], [1.365, -2.724, 2.452]],
  "atomic_forces_ev_per_a": [[0.1, 0.3, 0.1], [0.2, 0.0, 0.0], [0.0, -0.1, 0.0], [0.2, 0.3, 0.1], [0.3, 0.3, -0.2], [-1.7, 0.3, 0.4], [0.3, 0.0, -0.1], [0.7, 0.5, -0.3], [0.1, -0.2, 0.0], [-0.3, 0.2, 0.1], [-0.3, -0.2, 0.2], [-0.2, 0.2, 0.1], [0.2, 0.0, 0.0], [0.5, -0.3, 0.0], [0.1, 0.1, 0.0], [0.3, -0.2, -0.2], [0.0, 0.2, 0.1], [-0.2, 0.1, 0.0], [0.3, -0.2, -0.1], [0.1, 0.1, 0.0], [-1.1, -0.4, 0.1], [0.0, 0.0, -0.1], [0.0, 0.0, -0.2], [0.0, -0.3, 0.1], [-0.1, -0.7, 0.2], [-0.4, 0.2, -0.2], [-0.2, 0.3, 0.4], [0.1, 0.1, -0.1], [0.0, 0.0, 0.1], [0.2, 0.3, -0.1], [0.2, -0.4, 0.0], [-0.4, 0.4, 0.0], [0.1, -0.1, 0.1], [-0.2, -0.5, 0.1], [0.3, 0.2, -0.2], [0.2, 0.0, 0.0], [-0.1, -0.3, -0.1], [0.1, -0.2, 0.0], [-0.3, 0.0, 0.1], [0.1, 0.1, -0.1], [0.0, 0.0, -0.1], [0.6, -0.1, -0.2]],
  "nbo_charge": [-0.097, -0.249, 0.237, -0.108, 0.095, -0.492, -0.501, 0.425, 0.247, -0.225, 0.212, 0.219, 0.221, 0.298, 0.243, -0.316, 0.206, 0.238, -0.221, -0.090, 0.079, -0.477, 0.272, 0.221, -0.018, -0.347, 0.343, 0.176, 0.266, 0.213, -0.323, -0.213, 0.273, -0.522, -0.034, 0.241, -0.120, 0.234, 0.209, 0.162, 0.265, -0.242],
  "lumo_energy_ev": -5.6,
  "e_above_lowest_kj_mol": 57.2,
  "homo_ev": -10.4,
  "multiplicity": 1,
  "e_tot_ev": -24594.734,
  "charge": 1,
  "gap_ev": 4.83
}



{
  "formula": "C17H29AlBrClF5LiN4Na2OS2",
  "method": "ωB97M-V with the def2-TZVPD basis set",
  "species": ["C", "H", "H", "S", "C", "C", "C", "C", "C", "Br", "F", "H", "H", "H", "H", "H", "H", "H", "Na", "F", "H", "H", "S", "H", "F", "H", "C", "H", "H", "N", "C", "H", "H", "H", "H", "C", "C", "N", "F", "Na", "H", "H", "Cl", "H", "C", "C", "H", "N", "C", "N", "Al", "F", "C", "Li", "C", "H", "C", "H", "H", "O", "H", "C", "H", "H"],
  "xyz": [[-4.259, -1.584, -1.782], [-0.658, -2.366, -1.810], [-2.900, 2.149, -0.028], [-6.528, 0.132, -1.636], [7.646, -1.614, 1.899], [7.056, -0.466, -0.444], [3.056, -1.656, -1.031], [-1.967, -0.415, -1.402], [-3.258, -1.020, -0.639], [-3.287, 3.554, 0.731], [-2.150, 0.767, 4.221], [1.296, 2.581, -1.130], [-0.462, 0.090, 5.078], [3.533, -0.680, -1.267], [7.344, -2.190, 2.774], [-4.131, -0.919, -2.676], [7.848, -1.095, -0.854], [0.199, 3.037, -3.511], [2.552, -4.798, -2.283], [-4.056, 1.358, 2.217], [-1.543, 3.258, -3.182], [-3.894, -2.614, -2.111], [6.193, -1.345, 0.868], [1.167, -2.136, -3.830], [-2.598, 3.464, 3.505], [-6.317, -2.200, -2.127], [0.393, -0.538, -2.614], [-2.923, -1.907, 0.006], [7.476, 0.458, -0.047], [1.678, -1.611, 6.676], [0.561, 0.353, 5.339], [-3.735, -0.296, 0.062], [-6.304, 0.752, -0.429], [6.337, -0.229, -1.228], [2.417, -0.781, -3.530], [-1.857, 1.046, -1.683], [-0.592, 2.897, -2.729], [0.910, 3.489, -0.834], [2.406, 0.636, -0.060], [-1.854, -2.907, -0.923], [8.047, -0.652, 2.220], [-3.185, 2.817, -1.840], [-0.984, 1.832, 0.456], [-0.589, 4.808, -1.333], [-3.014, 1.929, -1.203], [1.614, -1.411, -3.090], [1.121, 0.545, 4.424], [0.361, 0.763, -2.807], [-5.779, -1.542, -1.393], [-0.678, 1.441, -2.383], [-3.336, 1.924, 3.694], [-4.610, 2.042, 4.925], [2.127, -2.219, -1.847], [-6.011, 0.979, 5.591], [-0.740, -1.216, -1.937], [0.551, 1.257, 5.946], [1.191, -0.754, 6.093], [-3.949, 1.294, -1.303], [-5.967, -1.958, -0.377], [5.783, -2.677, 0.321], [1.707, -3.236, -1.594], [-0.090, 3.828, -1.530], [8.401, -2.170, 1.341], [3.283, -2.201, -0.094]],
  "atomic_forces_ev_per_a": [[0.5, 0.9, 0.4], [1.7, 3.0, -1.6], [-0.3, -0.2, -1.1], [0.1, -0.3, 0.7], [0.1, -0.1, -0.1], [0.1, -0.1, -0.1], [-0.7, -0.7, 0.2], [3.7, -1.2, -1.3], [0.9, -0.5, -1.3], [-1.8, 3.8, 1.4], [-1.5, 0.6, 0.1], [0.0, -0.1, 0.7], [0.1, 0.1, 0.0], [-0.6, -0.7, 0.5], [-0.1, 0.0, -0.1], [-0.1, -0.6, 0.8], [0.0, -0.1, 0.1], [-0.7, -0.6, 0.6], [0.7, 0.1, -0.1], [-0.3, -0.8, 1.9], [0.5, -0.4, 0.5], [-0.7, 0.9, 0.3], [-0.2, 0.2, 0.1], [0.7, 0.7, 0.2], [-0.8, -1.3, 1.3], [0.3, 0.7, 0.7], [-0.8, -0.5, 0.6], [-1.3, 2.0, 0.1], [-0.1, 0.0, 0.0], [0.1, -0.4, 0.2], [0.4, -0.5, 0.3], [0.6, -0.3, -0.7], [0.2, -0.6, -0.6], [-0.1, 0.0, 0.1], [-0.7, -0.5, 0.3], [-0.3, -0.8, 1.8], [0.4, 1.1, 0.1], [-0.2, 0.8, -1.1], [0.4, -0.7, -0.7], [-1.1, -1.9, 1.1], [-0.1, 0.0, 0.0], [0.4, -0.4, 0.8], [2.5, -2.2, 1.6], [0.1, -1.0, -0.3], [-0.5, -3.2, -4.9], [-1.7, -0.6, 1.1], [-0.1, 0.0, 0.0], [0.2, -2.1, 0.4], [0.4, -0.7, -0.4], [-2.1, 2.2, -0.4], [2.0, 0.8, -2.0], [-0.7, -0.9, 0.2], [1.1, 0.8, -0.9], [1.0, 0.8, -0.5], [-2.6, 2.0, 1.1], [0.0, -0.1, 0.0], [-0.4, 0.9, -0.5], [0.8, 0.7, 0.0], [0.1, 0.4, -0.7], [0.3, 0.0, -0.1], [-0.6, 1.6, 0.2], [0.4, -0.6, -0.2], [0.0, 0.0, 0.0], [0.3, 0.8, -0.7]],
  "nbo_charge": [-0.414, 0.084, 0.298, -0.043, -0.830, -0.828, -0.210, 0.041, -0.445, -0.450, -0.787, 0.370, 0.292, 0.284, 0.241, 0.250, 0.219, 0.232, 0.929, -0.789, 0.210, 0.150, 1.282, 0.177, -0.763, 0.228, 0.162, 0.116, 0.237, -0.401, -0.738, 0.316, 0.167, 0.247, 0.261, 0.272, -0.291, -0.539, -0.898, 0.939, 0.233, 0.237, -0.650, 0.186, -0.719, -0.447, 0.277, -0.147, -0.529, -0.176, 2.198, -0.844, -0.406, 0.992, -0.329, 0.248, 0.315, 0.194, 0.220, -1.016, 0.056, 0.093, 0.222, 0.217],
  "lumo_energy_ev": -2.7,
  "homo_ev": -4.6,
  "multiplicity": 1,
  "e_tot_ev": -159559.026,
  "charge": 0,
  "gap_ev": 1.83
}



{
  "formula": "C4H8NO2",
  "method": "ωB97M-V with the def2-TZVPD basis set",
  "species": ["O", "C", "H", "H", "O", "N", "C", "H", "C", "H", "H", "H", "C", "H", "H"],
  "xyz": [[2.808, 1.226, 0.913], [1.470, 1.195, 0.721], [-2.352, -1.590, 0.776], [-2.000, 1.208, 0.350], [-1.142, -2.515, -0.511], [-1.518, 0.522, -0.245], [-0.634, -0.323, 0.453], [0.083, 0.075, -2.794], [0.864, -0.218, 0.562], [0.859, 1.667, 1.543], [-0.649, 0.035, -2.934], [1.198, -0.826, 1.416], [-1.401, -1.553, 0.236], [1.100, 1.776, -0.160], [1.315, -0.678, -0.326]],
  "atomic_forces_ev_per_a": [[0.2, 0.0, 0.0], [-0.5, 0.2, 0.0], [-0.6, 0.3, 0.1], [0.3, 0.1, -0.2], [0.1, -0.1, 0.1], [0.2, 0.1, 0.9], [-1.2, 0.2, -1.0], [-0.1, 0.0, -0.1], [-0.2, -0.1, 0.1], [0.1, 0.0, 0.3], [0.1, 0.0, 0.1], [0.1, 0.0, 0.0], [1.0, -0.6, 0.1], [0.2, -0.1, -0.2], [0.1, -0.1, -0.1]],
  "nbo_charge": [-1.004, -0.002, 0.058, 0.301, -0.733, -1.009, 0.065, -0.004, -0.492, 0.044, 0.001, 0.175, 0.342, 0.080, 0.180],
  "lumo_energy_ev": [7.0, 6.9],
  "e_above_lowest_kj_mol": 438.9,
  "homo_ev": [1.9, 1.3],
  "multiplicity": 2,
  "s2": 0.75,
  "e_tot_ev": -9856.002,
  "charge": -2,
  "gap_ev": [5.08, 5.62]
}



Question: Number 3 is which compound?
Answer: C4H8NO2